Record 1
97
Properties=species:S:1:pos:R:3:mulliken_charge:R:1 method="wB97M-V/def2-TZVPD" de_lowest_kcal_mol=47.38 fmax_ha_per_bohr=0.0635 multiplicity=3 homo_ev="-8.030 / -9.647" total_charge=+1 homo_lumo_gap_ev="4.623 / 6.241"
Pt -2.11479 2.23823 -1.62605 0.9235
C -1.42605 2.82432 6.22923 -0.9260
C -0.35277 3.41931 5.30750 -0.9086
N -0.31182 2.89832 3.99814 0.2207
C -0.58169 3.70837 2.93061 0.1826
C -0.57269 3.30699 1.66581 -0.5460
C -1.12173 4.35701 0.66540 -0.0454
O -1.23070 5.54963 1.03111 -0.7311
O -1.56745 3.96396 -0.50786 -0.5369
C -0.43791 1.92174 1.34068 0.9027
O -0.62357 1.34716 0.30612 -0.4973
C 0.01669 1.09815 2.45451 0.4692
C 0.31123 -0.28078 2.23538 -0.7705
C 0.87111 -1.00855 3.19596 0.5344
F 1.12197 -2.30981 3.03943 -0.3383
C 1.04852 -0.49570 4.50179 -1.4468
C 0.73694 0.81702 4.74350 -0.1151
C 0.14628 1.63250 3.74555 -0.0500
N 1.36356 -1.25796 5.66645 0.4846
C 0.20223 -1.85183 6.33803 -0.3288
C 0.73593 -2.57702 7.60308 -0.6653
N 2.08123 -2.04196 8.01615 -0.0576
C 2.96819 -2.47320 6.93177 -0.8663
C 2.47713 -2.17661 5.52553 -0.7007
H -1.22025 3.12073 7.28876 0.3188
H -1.44299 1.68232 6.18510 0.1688
H -2.36512 3.15268 5.79381 0.3780
H 0.61986 3.31740 5.74674 0.4655
H -0.41761 4.57107 5.20170 0.3947
H -0.73970 4.80273 3.18213 0.3511
H 0.17178 -0.64297 1.20306 0.0820
H 0.88501 1.07749 5.75974 0.6401
H -0.22754 -2.62083 5.70368 0.3652
H -0.52699 -1.09679 6.73733 0.1894
H 0.85209 -3.62875 7.29842 0.3322
H 0.05140 -2.51311 8.52816 0.4007
H 2.34882 -2.43610 8.90515 0.3273
H 1.99134 -1.02968 8.02066 0.3630
H 3.22277 -3.57224 7.06059 0.3362
H 3.86951 -1.87392 7.03003 0.4205
H 2.25648 -3.00617 4.91262 0.5092
H 3.24001 -1.63071 5.05127 0.4705
C 0.07995 -5.78893 -3.05415 -1.6983
C 1.13306 -4.68129 -2.65621 1.3823
C 2.41586 -4.80578 -3.51326 -1.7603
C 1.52552 -4.83031 -1.19312 -1.6232
C 0.39524 -3.20307 -2.94039 1.5667
O -0.00212 -3.35582 -4.26007 -0.6029
C 1.43513 -2.00751 -2.68272 -0.2718
C 1.98244 -1.44987 -4.01987 -0.9522
C 0.97687 -0.52152 -4.66296 0.0657
C 0.49763 0.57454 -3.93436 -0.2314
C -0.22565 1.52209 -4.59749 -0.8073
C -0.51051 1.38259 -5.96444 0.3440
Cl -1.22105 2.69906 -6.80160 -0.2133
C -0.20626 0.25018 -6.68030 -1.0203
C 0.59314 -0.69641 -6.02409 0.0386
C -0.91460 -3.05990 -2.05264 -1.1428
N -1.63834 -1.85285 -2.35150 1.0056
C -1.51998 -0.71882 -1.63159 0.2243
N -2.11271 0.24186 -2.31551 -0.5815
C -2.60362 -0.33290 -3.40930 -0.3037
N -2.28609 -1.59094 -3.50870 -0.9833
H 0.50785 -6.77247 -2.92582 0.4978
H -0.22813 -5.62603 -4.05136 0.3865
H -0.78373 -5.66311 -2.33811 0.3014
H 2.65279 -5.88802 -3.60600 0.4658
H 3.21785 -4.17112 -3.09436 0.2826
H 2.27936 -4.52098 -4.51615 0.3578
H 2.22336 -5.62760 -0.99620 0.4796
H 0.53136 -4.83395 -0.69025 0.3576
H 2.01494 -3.98878 -0.69866 0.2738
H -0.10153 -2.53814 -4.77953 0.4097
H 2.18661 -2.50160 -2.04661 0.8913
H 0.90701 -1.20781 -2.14624 -0.6520
H 2.18352 -2.27753 -4.75997 0.1156
H 2.89187 -0.99934 -3.80158 0.5555
H 0.81935 0.70751 -2.87501 0.4820
H -0.46698 2.47906 -4.10010 0.4678
H -0.45629 0.15971 -7.72815 0.4495
H 0.96288 -1.51537 -6.67369 0.3479
H -0.62301 -3.13352 -0.97517 0.1792
H -1.57189 -3.89712 -2.28936 0.2511
H -0.91566 -0.51554 -0.75556 0.4436
H -3.03472 0.15970 -4.28224 0.4486
Se -3.60795 3.31957 -3.16665 -0.0198
C -2.78108 4.95854 -3.61067 0.6458
C -3.64369 5.73136 -4.34083 -0.5972
C -3.26977 7.02376 -4.59368 -0.4338
C -2.05755 7.55349 -4.13984 -0.4791
C -1.16314 6.73721 -3.43985 -0.7354
C -1.47637 5.35933 -3.22740 0.0620
H -4.54346 5.30593 -4.90647 0.2399
H -3.96009 7.61115 -5.14910 0.3949
H -1.74725 8.57300 -4.33448 0.3874
H -0.24601 7.17838 -3.08557 0.3953
H -0.80311 4.76351 -2.56786 0.2122

=====

Record 2
20
Properties=species:S:1:pos:R:3:mulliken_charge:R:1 method="wB97M-V/def2-TZVPD" de_lowest_kcal_mol=149.80 fmax_ha_per_bohr=0.1517 multiplicity=1 homo_ev=-9.379 total_charge=0 homo_lumo_gap_ev=8.624
C -1.70473 -3.74817 0.84322 -0.0889
Cl -0.84717 -4.27227 -0.70599 -0.1061
Cl -3.38631 -3.45477 0.41499 -0.1483
H -1.64693 -4.55114 1.57808 0.3495
H -1.29439 -2.84861 1.30203 -0.0310
C -0.29763 3.09965 0.88843 -0.2280
Cl -1.70287 3.32964 -0.19428 -0.1730
Cl 1.25126 2.81749 0.07689 -0.0182
H -0.17467 4.04499 1.41693 0.4074
H -0.40996 2.22041 1.52279 0.0744
C 0.42931 -0.76314 0.88023 -0.2821
Br 0.51793 0.80121 2.01229 0.0009
Br -1.26659 -0.92846 -0.13092 -0.0555
Br 0.66378 -2.40010 1.93588 -0.1198
H 1.28783 -0.67213 0.21484 0.4643
C 1.81474 1.41200 -2.45446 -0.4656
Br 0.57444 0.38885 -1.24712 0.1231
Br 3.06356 2.60970 -1.57874 -0.0780
Br 0.71119 2.28489 -3.85829 -0.0674
H 2.41716 0.63003 -2.91674 0.4420

=====

Record 3
53
Properties=species:S:1:pos:R:3:mulliken_charge:R:1 method="wB97M-V/def2-TZVPD" de_lowest_kcal_mol=0.00 fmax_ha_per_bohr=0.0310 multiplicity=2 homo_ev="-7.449 / -7.154" total_charge=0 homo_lumo_gap_ev="6.437 / 6.145"
Mo -0.09630 -0.36903 0.03848 -0.1199
Cl 1.68184 2.86459 -0.37926 -0.1435
C 0.10770 3.45985 0.04187 0.8804
C 0.03735 4.64670 0.75520 -0.7164
C -1.20052 5.15690 1.10824 -0.4097
C -2.35191 4.46965 0.75947 -0.7912
C -2.24960 3.28103 0.05484 0.5515
Cl -3.71501 2.42743 -0.30697 -0.1866
C -1.02292 2.74330 -0.33951 -0.5030
S -0.95208 1.26618 -1.31938 -0.2615
H 0.94902 5.15808 1.01873 0.4523
H -1.26728 6.08652 1.65548 0.4035
H -3.32787 4.83968 1.03031 0.4505
O 1.86997 -0.19528 -0.00033 0.0897
N 2.65729 -1.03303 -0.68974 0.2087
C 3.98259 -0.95566 -0.42214 -0.3935
C 4.86718 -1.74413 -1.09464 -0.8083
C 4.36669 -2.63081 -2.06250 -0.1040
C 3.01980 -2.69742 -2.30129 -0.8684
C 2.11185 -1.88894 -1.58888 0.5622
S 0.42443 -1.93943 -1.79466 -0.2201
H 4.23964 -0.24344 0.34496 0.5225
H 5.91849 -1.68162 -0.86756 0.4151
H 5.04340 -3.26300 -2.61652 0.3894
H 2.60430 -3.37481 -3.03258 0.4247
O -3.41433 -2.67884 1.13306 -0.6519
C -2.27932 -2.26716 1.22987 0.1681
O -1.80143 -1.26396 0.55156 -0.5119
C -1.32372 -2.85526 2.25483 0.5855
C -1.81742 -3.58052 3.33934 -0.6401
C -0.95883 -4.02962 4.33735 -0.5662
C 0.40209 -3.77068 4.26696 -0.6258
C 0.87977 -3.07430 3.16327 -0.5939
C 0.03860 -2.62455 2.15983 1.2387
N 2.29581 -2.79300 3.03376 0.9916
O 3.03496 -3.08476 3.94967 -0.6177
O 2.65410 -2.21194 2.01232 -0.5556
H -2.87977 -3.77016 3.38274 0.5289
H -1.35094 -4.58168 5.18003 0.4147
H 1.08826 -4.10009 5.03173 0.5164
H 0.44682 -2.15408 1.25326 0.1500
N 3.17484 2.18605 4.95476 -0.5014
C 2.17956 1.90243 4.46214 -0.2052
C 0.93900 1.55299 3.85024 0.1318
C -0.25250 1.54566 4.58026 -0.2776
C -1.42478 1.24075 3.90702 -1.2080
C -1.36766 0.92175 2.56303 -0.3499
N -0.21398 0.86153 1.88097 1.0465
C 0.91647 1.21007 2.50587 -0.4777
H -0.24861 1.78168 5.63320 0.5636
H -2.37916 1.25035 4.40864 0.5122
H -2.26442 0.69935 1.99417 0.5287
H 1.82339 1.19667 1.91266 0.5817

=====

Record 4
70
Properties=species:S:1:pos:R:3:mulliken_charge:R:1 method="wB97M-V/def2-TZVPD" fmax_ha_per_bohr=0.0601 multiplicity=2 homo_ev="-2.483 / -2.701" total_charge=-1 homo_lumo_gap_ev="5.347 / 5.565"
Ti 0.79418 -0.55243 0.25688 -1.1164
P 1.67142 -1.40982 2.60737 1.4866
C 0.74861 -2.85863 3.35452 0.5392
C 3.46425 -1.98666 2.64082 0.4435
C 1.59211 -0.25719 4.09271 0.5989
C 0.04773 -3.69894 2.29084 -1.3181
H -0.01991 -2.35739 3.96418 0.3431
C 1.55624 -3.77757 4.28804 -1.5203
H 2.28632 -4.38224 3.73253 0.2267
H 0.84596 -4.47925 4.75646 0.4458
H 2.07132 -3.24657 5.09560 0.2880
H -0.53002 -3.08487 1.58711 0.1577
H -0.64450 -4.40039 2.78804 0.4515
H 0.76987 -4.29507 1.71074 0.2123
H 0.50766 -0.25165 4.28210 0.4768
C 2.02267 1.17612 3.76242 -1.3202
C 2.33331 -0.76761 5.33461 -1.5401
H 1.75951 -1.53565 5.87412 0.2138
H 2.50688 0.07159 6.03281 0.4748
H 3.32577 -1.17102 5.07201 0.2876
H 1.39299 1.59895 2.96679 0.1402
H 3.07960 1.23842 3.47439 0.1961
H 1.90960 1.80870 4.65908 0.5123
C 3.74186 -3.06216 1.58383 -1.6250
H 3.59160 -2.45561 3.62630 0.4107
C 4.46866 -0.83161 2.51926 -1.5535
H 3.11163 -3.94779 1.71290 0.2706
H 4.79150 -3.39376 1.64988 0.4726
H 3.60729 -2.66707 0.56991 0.2310
H 4.25025 -0.21822 1.63739 0.1732
H 5.49064 -1.21549 2.37073 0.4630
H 4.49614 -0.19155 3.40667 0.2595
Cl 2.61738 0.23059 -0.78955 -0.6534
H 0.05288 -1.95552 -0.09610 -0.0362
H 0.28524 -0.48015 1.90469 0.1044
P -1.81181 1.35020 -2.67244 0.6701
C -3.09402 2.57358 -1.95245 0.4227
C -1.26418 2.27386 -4.21314 0.5166
C -2.94937 0.00135 -3.36800 0.5231
C -2.55060 3.35999 -0.74910 -1.0923
H -3.87375 1.87192 -1.61560 0.3452
C -3.72621 3.53393 -2.95354 -1.5451
H -3.01872 4.31208 -3.28016 0.2284
H -4.54044 4.07443 -2.45528 0.4700
H -4.16277 3.00990 -3.81471 0.2537
H -2.09162 2.72924 0.01869 0.1744
H -3.34950 3.94419 -0.26957 0.4474
H -1.81690 4.09897 -1.09060 0.1750
H -3.63153 -0.16452 -2.51891 0.4359
C -2.20505 -1.32520 -3.63873 -1.4542
C -3.81138 0.43072 -4.55860 -1.4143
H -4.68267 1.03593 -4.23742 0.2152
H -4.20332 -0.46587 -5.05507 0.5015
H -3.24115 0.97775 -5.32836 0.2121
H -1.72423 -1.72842 -2.73568 0.2761
H -1.44617 -1.20575 -4.41922 0.2358
H -2.90066 -2.09396 -4.00838 0.4666
C -0.41196 3.49072 -3.82605 -1.5865
H -2.17573 2.60537 -4.72822 0.4294
C -0.45642 1.33630 -5.11606 -1.5799
H -0.96535 4.26511 -3.27146 0.2765
H 0.01000 3.98572 -4.71732 0.4227
H 0.43593 3.12606 -3.22529 0.3299
H 0.31190 0.85355 -4.49269 0.3465
H 0.06610 1.89443 -5.90941 0.4600
H -1.06887 0.57514 -5.62513 0.2421
C -0.73509 0.86037 0.33268 -0.8402
H -1.04741 0.76646 -0.74114 -0.5264
H -1.56802 0.61458 0.99075 0.4206
H -0.29567 1.83938 0.52553 0.3448